A structure of composition C4H3ClN2, computed with the ωB97M-V functional and the def2-TZVPD basis.

Structure (XYZ):
```
10
Properties=species:S:1:pos:R:3:forces:R:3
C 1.754 -0.037 0.143 -1.65 -0.25 -1.81
C -1.213 1.260 0.093 0.09 -2.32 0.21
C 0.590 -0.552 -0.593 8.30 -2.63 0.68
C -0.951 -0.131 0.491 -6.31 4.19 0.81
N 2.665 0.439 0.691 -0.21 -0.14 0.22
N -1.337 2.260 -0.494 0.16 -0.32 0.37
Cl -2.214 -1.252 0.215 0.36 0.23 0.05
H 0.642 -1.676 -0.393 -1.03 1.59 -0.87
H 0.447 -0.036 -1.495 -0.76 0.20 -1.13
H -0.383 -0.275 1.342 1.05 -0.56 1.47
```
Forces are in eV/Å.

Values from the calculation:
Multiplicity: 3
Energy above the lowest of the compared OMol25 structures with the same formula, charge and spin (eV): 1.9738
LUMO level (alpha / beta) (hartree): 0.0156 / -0.1655
Expectation value of S²: 2.0240
HOMO-LUMO gap (alpha / beta) (eV): 6.887 / 7.642
M (g mol⁻¹): 114.5

=====

A cluster of 12 separate species, C18H59Br2N4O11 in total, computed with the ωB97M-V functional and the def2-TZVPD basis.

Structure (XYZ):
```
94
Properties=species:S:1:pos:R:3:forces:R:3
C 1.382 -0.008 -0.590 -0.51 1.04 -1.41
C -0.239 0.218 -0.437 -1.02 0.68 0.65
C -0.713 1.686 0.194 0.32 -0.35 -0.18
N -1.203 -0.684 -0.822 4.83 0.25 1.69
N -2.064 -1.004 0.215 -1.54 -2.18 1.33
C -2.128 -2.302 0.710 -1.28 0.21 1.43
N -3.151 -2.512 1.841 3.10 0.40 -2.89
N -1.326 -3.477 0.196 -0.75 2.24 2.24
C 0.125 -3.431 0.619 0.65 0.35 0.76
Br 1.199 -4.230 -0.912 -0.72 0.77 0.91
C 0.494 -4.320 1.946 -0.54 0.26 0.25
C -0.463 -4.035 3.256 0.82 -0.39 0.74
Br 2.361 -3.715 2.503 -1.31 -0.37 -0.52
H 1.923 1.039 -0.401 -1.28 -2.39 -0.65
H 1.850 -0.759 0.176 -1.42 1.20 -1.29
H 1.583 -0.418 -1.678 -0.21 0.83 2.24
H -1.587 2.072 -0.490 1.71 -0.81 1.29
H -1.121 1.611 1.289 0.88 0.09 -1.93
H 0.178 2.478 0.151 -2.01 -1.82 0.22
H -2.695 -0.257 0.628 0.75 -1.45 -0.38
H -2.977 -1.838 2.619 -0.36 -1.02 -0.72
H -3.160 -3.506 2.159 0.21 1.38 -0.17
H -1.706 -4.394 0.544 0.00 1.36 -0.38
H 0.485 -2.335 0.818 -0.77 -2.19 -0.69
H 0.614 -5.453 1.667 -0.46 2.23 0.64
H -1.524 -4.524 3.180 2.03 1.03 -0.02
H 0.080 -4.560 4.179 -1.21 1.11 -2.07
H -0.504 -2.880 3.553 0.00 -2.53 -0.96
C 4.658 -3.527 -3.200 -0.08 -0.06 -0.02
O 4.929 -3.467 -1.811 -0.32 -0.01 0.65
H 5.546 -3.204 -3.749 -0.16 -0.14 0.15
H 4.413 -4.554 -3.480 0.02 0.07 -0.29
H 3.824 -2.864 -3.438 -0.05 -0.01 -0.27
H 4.124 -3.760 -1.350 0.55 0.15 -0.16
C 1.539 5.742 0.145 0.18 0.28 -0.07
O 0.977 4.492 -0.210 0.01 -0.79 -0.30
H 1.276 5.968 1.181 0.02 -0.08 -0.17
H 2.626 5.695 0.049 0.00 0.22 0.10
H 1.138 6.521 -0.508 0.09 0.09 0.11
H 1.227 4.318 -1.133 -0.38 0.28 0.34
C 7.891 -4.928 -5.825 0.17 0.09 -0.07
O 6.785 -4.046 -5.891 -0.19 0.61 -0.14
H 7.556 -5.888 -5.424 -0.03 0.21 -0.06
H 8.299 -5.077 -6.828 0.17 -0.19 0.10
H 8.655 -4.507 -5.168 0.15 -0.23 -0.02
H 7.112 -3.204 -6.251 -0.27 -0.48 0.19
C -0.700 5.377 -4.021 -0.15 -0.12 0.04
O -0.429 5.436 -2.633 -0.06 -0.16 0.57
H 0.188 5.700 -4.570 -0.15 -0.03 0.14
H -0.945 4.349 -4.302 -0.03 0.14 -0.28
H -1.535 6.040 -4.260 0.06 -0.06 -0.24
H -1.234 5.144 -2.172 0.35 0.22 -0.09
C -1.605 5.887 1.681 -0.15 0.01 -0.05
O -1.065 7.022 2.333 -0.27 0.38 0.11
H -0.863 5.084 1.693 -0.06 0.19 -0.01
H -2.504 5.557 2.206 -0.08 -0.20 -0.10
H -1.846 6.141 0.646 -0.02 -0.25 -0.07
H -1.745 7.716 2.306 0.49 -0.22 0.04
C -1.038 -7.706 3.072 0.06 -0.32 0.01
O -2.107 -7.204 2.290 -0.46 0.08 -0.46
H -0.525 -6.868 3.550 -0.14 -0.09 -0.07
H -1.432 -8.376 3.840 0.26 0.01 0.09
H -0.336 -8.243 2.430 0.16 -0.04 0.20
H -2.543 -7.970 1.878 0.17 0.51 0.18
C -4.628 5.893 -1.846 -0.27 0.10 0.07
O -3.616 4.992 -1.437 0.36 -0.58 0.45
H -4.297 6.412 -2.749 0.03 -0.13 0.18
H -5.545 5.340 -2.061 -0.09 0.22 -0.08
H -4.808 6.625 -1.054 -0.15 0.12 -0.18
H -3.937 4.547 -0.634 0.26 0.26 -0.47
C -3.095 3.401 -6.229 -0.14 0.15 0.02
O -2.540 4.693 -6.394 -0.15 0.47 0.09
H -2.451 2.672 -6.728 -0.05 0.20 0.05
H -3.155 3.162 -5.165 -0.10 -0.26 0.02
H -4.091 3.371 -6.677 -0.02 -0.28 0.06
H -3.132 5.318 -5.941 0.39 -0.30 -0.35
C 3.630 -7.024 1.446 0.05 0.16 -0.13
O 3.307 -7.078 0.069 -0.34 0.23 -0.32
H 4.259 -7.881 1.698 -0.14 0.11 -0.13
H 4.175 -6.100 1.657 0.03 -0.11 0.27
H 2.713 -7.062 2.039 0.07 -0.01 0.31
H 2.749 -6.306 -0.124 0.34 -0.43 0.03
C 1.317 7.995 5.114 -0.23 -0.01 -0.15
O 0.248 8.496 4.332 -0.24 -0.11 -0.03
H 1.830 8.833 5.592 -0.12 -0.11 -0.10
H 0.923 7.325 5.883 0.25 -0.06 0.15
H 2.019 7.458 4.472 0.21 -0.07 0.18
H -0.188 7.731 3.921 0.21 0.39 -0.01
C -4.974 -3.088 5.029 -0.34 -0.03 0.29
O -3.609 -2.864 4.728 0.83 0.24 0.09
H -5.513 -3.294 4.101 0.16 0.04 0.11
H -5.065 -3.946 5.699 -0.23 0.05 -0.06
H -5.395 -2.197 5.501 -0.21 -0.14 -0.02
H -3.157 -2.683 5.570 -0.16 -0.12 -0.52
```
Forces are in eV/Å.

Values from the calculation:
Energy above the lowest of the compared OMol25 structures with the same formula, charge and spin (eV): 4.5895
LUMO level (hartree): -0.1478
HOMO-LUMO gap (eV): 7.156
Charge: +1
M (g mol⁻¹): 667.5

=====

A structure of composition C32H79INO20P5S2Si, computed with the ωB97M-V functional and the def2-TZVPD basis.

Structure (XYZ):
```
141
Properties=species:S:1:pos:R:3:forces:R:3
C 2.339 2.558 8.539 0.17 0.35 -0.90
C 1.620 2.958 7.240 -0.53 -0.50 0.19
C 0.265 2.226 7.055 0.48 0.89 -0.51
C -0.636 2.999 6.040 -0.97 -1.42 0.50
C -0.962 2.160 4.765 1.01 0.95 -0.28
C -0.684 2.928 3.426 -0.26 -0.26 0.73
C 0.253 2.159 2.469 0.01 -0.01 -0.36
C -0.233 2.107 1.008 -0.44 0.23 0.31
C -0.009 3.413 0.218 0.53 -0.48 0.34
C 1.386 3.540 -0.426 -0.76 0.06 -0.11
C 1.739 2.437 -1.439 0.68 0.76 0.07
C 3.268 2.485 -1.678 -0.41 -0.13 -0.37
C 3.686 1.866 -3.047 0.10 0.13 0.74
Si 4.009 0.022 -2.970 -0.07 0.34 -0.64
I 1.742 -1.029 -3.134 0.28 0.05 -0.05
C 4.976 -0.658 -4.439 0.21 -0.50 0.85
C 6.488 -0.332 -4.403 -0.07 -0.11 -1.20
C 6.860 1.042 -5.036 0.38 -0.68 1.10
S 7.629 2.123 -3.762 0.03 0.48 -0.18
N 4.753 -0.506 -1.414 -1.70 0.02 -1.15
C 4.017 -1.263 -0.805 1.77 -0.32 1.11
S 3.409 -2.330 0.173 -0.37 0.26 -0.29
H 1.672 2.745 9.386 0.29 -0.12 0.04
H 2.653 1.509 8.501 -0.23 0.08 0.19
H 3.254 3.156 8.620 -0.15 -0.09 0.33
H 2.214 2.711 6.349 0.12 0.14 0.25
H 1.446 4.040 7.197 0.08 -0.13 0.23
H -0.287 2.109 7.996 0.33 0.09 0.05
H 0.512 1.224 6.682 -0.31 0.07 0.08
H -0.257 4.001 5.823 0.16 -0.22 -0.09
H -1.592 3.128 6.565 0.16 0.38 -0.18
H -0.274 1.307 4.752 -0.38 -0.10 0.14
H -1.994 1.811 4.815 0.20 -0.20 -0.15
H -0.213 3.884 3.682 -0.17 -0.07 -0.11
H -1.663 3.167 2.991 0.29 -0.06 -0.35
H 0.400 1.120 2.792 -0.19 0.21 0.17
H 1.247 2.626 2.547 -0.09 -0.17 -0.23
H 0.176 1.220 0.510 0.08 0.28 -0.08
H -1.320 1.938 1.053 0.20 -0.11 -0.01
H -0.790 3.499 -0.545 0.15 0.19 0.05
H -0.093 4.233 0.946 -0.34 0.02 -0.33
H 2.143 3.668 0.360 -0.02 -0.34 -0.12
H 1.384 4.486 -0.989 0.16 -0.11 0.17
H 1.396 1.440 -1.153 0.11 0.13 0.09
H 1.241 2.695 -2.384 -0.03 -0.22 0.15
H 3.574 3.539 -1.658 -0.06 -0.15 -0.12
H 3.807 2.016 -0.843 -0.12 0.00 -0.14
H 4.547 2.432 -3.428 0.03 -0.41 -0.05
H 2.862 1.998 -3.763 0.20 0.00 0.04
H 4.885 -1.754 -4.379 -0.12 0.20 0.05
H 4.493 -0.389 -5.387 0.14 0.18 0.17
H 6.922 -0.439 -3.406 -0.24 0.07 -0.06
H 6.989 -1.100 -5.007 -0.06 0.09 0.16
H 7.651 0.868 -5.769 -0.15 0.24 0.03
H 6.016 1.526 -5.532 0.04 0.01 0.23
H 7.202 1.569 -2.607 -0.16 -0.10 -0.47
C -0.726 -0.389 -5.823 -0.20 -0.08 -0.08
O -1.292 0.774 -5.186 2.39 -0.16 -2.43
P -1.211 2.225 -6.043 -4.96 3.98 3.48
O -1.028 3.147 -4.884 0.77 -0.67 -0.36
O -2.759 2.089 -6.524 0.39 0.24 -0.42
C -3.787 2.080 -5.528 -0.25 -0.42 0.16
O -0.837 3.235 -7.296 1.98 -2.72 -0.29
C -1.757 4.277 -7.601 -0.58 0.16 -0.29
H -0.872 -1.243 -5.166 -0.03 0.08 0.06
H -1.221 -0.585 -6.779 0.00 -0.04 0.04
H 0.343 -0.243 -5.982 0.01 -0.16 0.03
H -3.465 2.559 -4.603 0.16 -0.01 -0.07
H -4.084 1.053 -5.320 -0.05 0.03 0.07
H -4.648 2.617 -5.921 0.06 -0.03 -0.12
H -2.122 4.757 -6.694 0.06 -0.11 0.06
H -2.590 3.891 -8.186 -0.02 0.01 0.09
H -1.220 5.008 -8.205 0.21 -0.13 0.08
C 10.033 -6.098 -8.412 0.10 -0.22 0.00
O 10.109 -5.601 -7.060 -2.36 0.74 -2.41
P 8.673 -5.041 -6.374 1.70 0.05 6.99
O 9.246 -3.943 -5.543 -0.09 0.01 -1.04
O 8.466 -6.432 -5.550 -0.51 0.20 -0.21
C 9.446 -6.801 -4.581 0.33 -0.31 -0.08
O 7.066 -4.674 -6.295 0.78 -0.19 -3.24
C 6.403 -4.870 -5.052 -0.31 -0.50 0.49
H 11.021 -6.443 -8.704 0.02 0.04 0.11
H 9.332 -6.935 -8.475 0.05 0.00 -0.04
H 9.720 -5.305 -9.093 0.07 -0.05 -0.05
H 10.002 -5.937 -4.216 -0.06 0.07 -0.10
H 10.138 -7.522 -5.015 0.05 0.03 0.03
H 8.930 -7.269 -3.744 -0.11 0.02 -0.08
H 7.009 -4.523 -4.214 0.14 0.00 -0.13
H 6.149 -5.921 -4.922 0.06 0.03 0.07
H 5.477 -4.297 -5.077 0.11 0.11 -0.28
C -3.307 -3.526 3.233 -0.22 -0.12 0.05
O -3.932 -2.376 3.836 2.66 -0.71 -2.41
P -3.905 -0.927 2.934 -5.94 4.03 4.73
O -3.813 -0.069 4.170 1.11 -0.55 -0.23
O -5.455 -1.210 2.487 0.25 0.17 -0.73
C -6.434 -1.409 3.502 -0.14 -0.46 0.10
O -3.806 0.351 1.868 2.48 -2.04 -1.28
C -4.907 1.246 1.789 -0.65 -0.03 -0.35
H -3.425 -4.371 3.908 -0.05 0.07 0.05
H -3.783 -3.766 2.278 0.03 -0.07 0.02
H -2.242 -3.344 3.078 0.01 -0.11 0.03
H -6.133 -0.963 4.451 0.14 0.01 -0.05
H -6.608 -2.476 3.642 -0.03 0.02 0.08
H -7.361 -0.943 3.169 0.07 0.03 -0.14
H -5.288 1.488 2.782 0.10 -0.13 0.06
H -5.700 0.825 1.172 -0.03 0.05 0.07
H -4.544 2.155 1.310 0.25 -0.11 0.02
C -7.158 -2.244 -5.761 -0.08 -0.17 0.14
O -7.197 -1.071 -4.924 -0.07 -0.21 -3.49
P -7.957 0.297 -5.564 -1.43 3.79 6.15
O -7.091 1.333 -4.932 0.40 -0.61 -0.84
O -9.305 -0.032 -4.703 -0.17 0.21 -0.42
C -9.218 -0.045 -3.280 0.03 -0.40 0.21
O -8.816 1.226 -6.626 1.51 -2.46 -1.85
C -9.777 2.130 -6.091 -0.64 0.07 0.25
H -6.666 -3.041 -5.209 0.00 0.09 0.08
H -8.171 -2.565 -6.019 0.04 -0.05 0.00
H -6.592 -2.044 -6.672 0.03 -0.10 0.02
H -8.377 0.547 -2.918 0.04 0.00 -0.13
H -9.117 -1.072 -2.928 0.04 0.02 0.05
H -10.142 0.373 -2.883 -0.04 0.00 -0.12
H -9.386 2.648 -5.216 0.10 -0.10 -0.01
H -10.697 1.605 -5.840 0.06 0.03 0.06
H -9.997 2.857 -6.872 0.22 -0.10 -0.12
C -1.085 -1.111 8.523 -0.22 -0.11 -0.07
O -0.420 -1.797 9.607 -0.20 3.38 -0.54
P -0.177 -0.915 11.022 1.37 -5.18 4.64
O 1.126 -1.512 11.432 -0.15 0.62 -0.77
O -1.462 -1.620 11.741 0.02 0.56 0.16
C -1.434 -3.028 11.949 -0.21 -0.28 -0.27
O -0.245 0.393 12.028 -0.43 1.11 -3.16
C -0.454 0.152 13.414 -0.45 -0.15 0.48
H -1.195 -1.803 7.692 0.05 -0.08 0.09
H -2.077 -0.774 8.839 0.00 -0.02 -0.09
H -0.495 -0.256 8.196 -0.03 -0.04 -0.09
H -0.415 -3.416 11.973 0.04 0.12 -0.04
H -1.994 -3.528 11.158 0.04 -0.05 0.00
H -1.914 -3.237 12.904 -0.02 0.12 0.00
H 0.149 -0.687 13.763 0.02 -0.02 -0.14
H -1.508 -0.032 13.615 0.05 -0.07 0.00
H -0.154 1.055 13.943 0.11 0.06 -0.23
```
Forces are in eV/Å.

Values from the calculation:
LUMO level (hartree): -0.0864
HOMO-LUMO gap (eV): 6.635
M (g mol⁻¹): 1172.0

=====

A structure of composition C17H22ClN4O5STi, computed with the ωB97M-V functional and the def2-TZVPD basis.

Structure (XYZ):
```
51
Properties=species:S:1:pos:R:3:forces:R:3
Ti 0.893 0.566 0.581 0.35 -0.31 -0.18
O 0.877 -3.310 0.073 0.11 -0.03 0.02
C -0.403 -3.027 -0.429 -0.10 0.01 0.02
C -1.254 -2.216 0.541 0.04 -0.06 -0.02
N -1.108 -0.749 0.442 0.03 0.07 -0.03
C -1.563 -0.159 1.708 -0.09 0.03 0.06
C -0.509 -0.421 2.799 -0.27 -0.03 0.18
O -0.849 -0.686 3.934 0.06 0.01 -0.06
O 0.710 -0.303 2.365 0.11 0.31 -0.23
C -1.856 -0.239 -0.707 0.04 0.05 -0.04
C -1.378 1.135 -1.188 -0.21 -0.10 -0.09
O -1.982 1.675 -2.094 0.03 0.02 0.04
O -0.330 1.601 -0.589 0.21 -0.02 0.26
H 1.406 -2.489 0.039 -0.03 0.01 0.01
H -0.892 -3.994 -0.578 -0.03 0.02 -0.01
H -0.347 -2.530 -1.404 0.02 0.01 -0.01
H -0.968 -2.528 1.547 0.01 0.03 0.00
H -2.319 -2.462 0.412 0.00 0.00 0.00
H -2.538 -0.547 2.024 0.03 -0.02 0.01
H -1.655 0.928 1.588 -0.04 -0.02 -0.01
H -2.935 -0.196 -0.513 0.01 0.01 0.02
H -1.709 -0.915 -1.549 0.01 -0.01 0.01
C 5.434 -1.750 1.026 -0.03 0.03 -0.01
C 4.282 -0.750 0.913 0.03 -0.02 -0.06
C 3.510 -0.877 -0.357 0.26 -0.03 0.15
N 2.142 -0.793 -0.352 -0.34 0.11 0.02
N 1.615 -0.655 -1.627 -0.01 -0.01 -0.16
C 2.513 -0.438 -2.513 0.08 0.02 0.08
N 2.228 -0.267 -3.860 0.00 0.04 -0.01
S 4.170 -0.378 -1.921 -0.08 -0.01 -0.05
H 5.980 -1.612 1.961 0.01 0.00 0.00
H 6.140 -1.624 0.201 0.01 0.00 0.00
H 5.056 -2.772 0.989 0.01 -0.01 0.00
H 4.674 0.269 1.034 -0.01 0.01 0.00
H 3.575 -0.904 1.734 0.00 -0.02 -0.01
H 1.258 -0.007 -3.990 0.01 -0.01 -0.01
H 2.845 0.396 -4.308 -0.01 -0.01 -0.01
Cl 0.682 2.974 3.027 -0.05 -0.02 0.06
C 0.931 3.984 1.622 0.06 0.07 -0.09
C 0.265 5.197 1.563 0.02 -0.02 0.00
C 0.399 5.999 0.441 -0.01 0.01 0.00
C 1.202 5.560 -0.605 0.00 0.01 -0.01
C 1.865 4.350 -0.521 -0.02 0.00 0.06
C 1.761 3.509 0.600 0.02 0.04 -0.04
C 2.408 2.192 0.633 -0.18 -0.16 0.12
H -0.364 5.494 2.392 0.00 0.01 0.00
H -0.126 6.943 0.382 0.00 0.00 0.00
H 1.310 6.167 -1.496 0.00 0.01 0.00
H 2.484 4.018 -1.346 0.00 -0.01 0.00
H 2.899 1.994 1.594 -0.03 0.02 0.00
H 3.139 2.091 -0.172 -0.01 -0.01 -0.01
```
Forces are in eV/Å.

Values from the calculation:
Multiplicity: 3
Energy above the lowest of the compared OMol25 structures with the same formula, charge and spin (eV): 0.0000
LUMO level (alpha / beta) (hartree): 0.0951 / 0.0904
Expectation value of S²: 2.0114
HOMO-LUMO gap (alpha / beta) (eV): 5.282 / 7.278
Charge: -1
M (g mol⁻¹): 477.8

=====

A structure of composition C14H11N5OsS, computed with the ωB97M-V functional and the def2-TZVPD basis.

Structure (XYZ):
```
32
Properties=species:S:1:pos:R:3:forces:R:3
Os -1.216 0.440 -0.645 5.09 1.74 1.22
N 0.046 4.652 -0.069 -0.14 0.29 0.04
C -0.080 3.419 -0.510 -0.01 -1.25 -0.21
S -1.685 2.638 -0.211 -0.66 -1.08 -0.67
N 0.868 2.817 -1.167 1.03 1.36 -0.09
N 0.749 1.557 -1.462 -3.49 -2.09 0.86
C 1.345 0.904 -2.396 -0.02 0.30 0.21
C 1.002 -0.498 -2.560 0.09 -0.43 -0.46
C 1.615 -1.292 -3.534 -0.22 0.41 0.52
C 1.254 -2.626 -3.649 -0.18 0.00 0.18
C 0.295 -3.140 -2.786 0.13 0.21 0.12
C -0.296 -2.291 -1.861 -0.09 -0.71 -0.28
N 0.029 -1.002 -1.752 -1.26 0.58 -0.05
H -0.733 5.123 0.366 0.07 0.05 -0.01
H 0.885 5.183 -0.266 -0.02 -0.04 -0.02
H 2.062 1.367 -3.072 0.05 0.12 0.33
H 2.353 -0.861 -4.196 0.06 0.06 0.05
H 1.712 -3.254 -4.398 0.03 -0.03 -0.05
H 0.001 -4.177 -2.830 -0.04 -0.05 0.04
H -1.054 -2.674 -1.188 -0.03 0.09 -0.06
N -0.695 -1.308 6.469 0.03 -0.19 0.76
C -0.704 -1.053 5.356 -0.03 0.09 -0.24
C -0.728 -0.722 3.977 -0.19 -0.10 -0.56
C -0.119 0.456 3.530 0.04 0.10 -0.50
C -0.168 0.780 2.188 0.59 0.21 0.44
C -0.829 -0.052 1.278 -0.32 0.60 -1.39
C -1.419 -1.237 1.732 -0.58 -0.20 -0.02
C -1.379 -1.570 3.074 0.10 -0.05 -0.14
H 0.372 1.105 4.239 0.05 0.05 0.02
H 0.314 1.692 1.861 -0.09 0.00 -0.02
H -1.941 -1.904 1.053 -0.07 -0.02 0.00
H -1.858 -2.472 3.428 0.05 -0.03 0.01
```
Forces are in eV/Å.

Values from the calculation:
Energy above the lowest of the compared OMol25 structures with the same formula, charge and spin (eV): 2.1321
LUMO level (alpha / beta) (hartree): -0.3778 / -0.3711
HOMO-LUMO gap (alpha / beta) (eV): 5.379 / 5.553
Charge: +2
M (g mol⁻¹): 471.6

=====

> Which of these has the highest M?

C32H79INO20P5S2Si

=====

> What is the formula in the fifth record?

C14H11N5OsS

=====

> Which of these has the highest M?

C32H79INO20P5S2Si

=====

> Among the records above, which one has the lowest M?

C4H3ClN2